Entry 1:
The following is a DFT calculation (wB97M-V/def2-TZVPD) of a structure of composition C18H18N2O8W.

ORCA input file:
```
! wB97M-V def2-TZVPD RIJCOSX def2/J DEFGRID3
* xyz 2 1
W 0.05 -0.42 0.24
O 2.93 -3.18 -0.50
C 1.83 -2.83 -0.25
O 1.53 -1.70 0.49
C 0.56 -3.58 -0.56
C 0.30 -4.92 -0.27
C -1.03 -5.33 -0.16
C -2.10 -4.46 -0.15
C -1.79 -3.15 -0.46
C -0.52 -2.77 -0.84
O -0.34 -1.50 -1.29
N -2.62 -2.03 -0.02
O -1.97 -1.05 0.56
O -3.79 -2.04 -0.02
N -1.30 -6.76 0.15
O -2.45 -7.06 0.33
O -0.34 -7.49 0.20
H 1.10 -5.62 -0.07
H -3.09 -4.79 0.15
C -1.18 0.78 3.02
O -0.21 -0.07 2.29
H -0.73 1.04 3.97
H -2.10 0.22 3.16
H -1.34 1.66 2.41
H 0.17 -0.73 2.89
C 0.28 1.76 -2.81
C 0.59 1.92 -1.31
C 0.78 3.41 -0.98
C -0.48 1.23 -0.54
C 1.75 1.04 -0.83
C 2.49 0.20 -1.69
C 3.66 -0.41 -1.25
C 4.11 -0.21 0.05
C 3.38 0.57 0.93
C 2.21 1.19 0.50
H -0.62 2.32 -3.05
H 0.11 0.72 -3.10
H 1.10 2.17 -3.40
H -0.06 3.98 -1.36
H 1.69 3.77 -1.46
H 0.86 3.59 0.09
H -1.52 1.57 -0.50
H 2.16 0.06 -2.71
H 4.23 -1.02 -1.94
H 5.03 -0.68 0.37
H 3.74 0.73 1.94
H 1.73 1.90 1.16
*
```

## Properties
ΔE to the lowest compared entry with this formula, charge and spin	5.53	kJ/mol
E_tot	-40119.6280	eV
HOMO-LUMO gap	7.027	eV

***

Entry 2:
The following is a DFT calculation (wB97M-V/def2-TZVPD) of the ion C7H8N with charge +1 in a non-equilibrium geometry.

ORCA input file:
```
! wB97M-V def2-TZVPD RIJCOSX def2/J DEFGRID3
* xyz 1 1
C -0.79 0.35 0.91
C -2.00 0.09 1.47
C -3.28 0.18 1.76
C 1.55 0.28 -0.04
C 2.22 -0.24 -1.27
C 0.08 -0.94 -1.43
C 0.09 -0.21 -0.07
N 1.19 -0.83 -2.03
H -0.02 0.94 1.47
H -3.79 -0.12 2.59
H -3.74 0.82 0.95
H 2.13 0.01 0.87
H 1.58 1.32 -0.19
H 2.57 0.55 -2.11
H 3.06 -0.93 -1.19
H -0.85 -1.27 -1.71
*
```

## Properties
ΔE to the lowest compared entry with this formula, charge and spin	168.59	kJ/mol
E_tot	-8866.7244	eV
HOMO-LUMO gap	7.829	eV